A cluster of 13 separate species, C28H74INO15S in total. Source: the Open Molecules 2025 dataset; level of theory: wB97M-V/def2-TZVPD.

The geometry in XYZ format:
```
120
C28H74INO15S wB97M-V/def2-TZVPD
H 5.69233 -3.72958 7.52479
O -1.54916 0.25268 -2.73006
O 5.12393 -1.50754 3.40362
H 4.85700 -3.52324 5.96863
H -3.82617 0.79350 5.63644
H -2.08198 2.51675 -10.06095
H 7.76966 -1.59608 3.04816
C 0.77977 -2.98018 1.99056
H 1.99582 -2.36763 0.29662
H 1.62262 4.74365 -0.88339
H 0.52337 -5.78294 -0.04349
C -1.35017 -3.42262 1.43503
O -3.37064 -2.76487 -2.13602
H 3.86980 -5.27938 8.28251
H -1.24532 -0.54606 -3.18062
O 2.96384 2.30235 -6.61686
H 1.96562 -6.19332 -0.99100
H -2.51242 3.50304 -7.79484
O 2.97449 0.22573 8.02183
O -6.10804 0.64770 -6.10475
H 4.29776 1.98740 -5.08484
H 1.09165 7.70022 -0.24525
C 6.11094 -0.98307 4.28415
C 3.21542 2.01608 -5.24546
H -4.65004 1.22071 4.12000
H 8.19811 -1.30481 4.74857
C -2.49144 1.28539 4.00920
H 5.15407 -1.06730 8.88992
H -6.38075 1.09351 -3.48871
H -6.09456 -0.81107 -1.89612
C -6.50110 1.87220 -5.49717
H -1.71093 3.85136 -0.41649
H -2.11842 1.84376 0.62990
H -7.40446 2.53796 -3.64854
H 4.09179 1.80271 8.68534
H -0.91642 -6.84029 -1.81788
H -2.98927 4.54602 0.59418
H -2.26494 1.24087 -8.83676
H 5.75874 -1.09573 5.31461
H 7.31893 -2.77429 4.27198
H -7.22186 2.37416 -6.15072
C -1.52700 3.11241 -8.05765
H -3.76223 0.54456 -4.19272
C -7.10184 1.60548 -4.13116
H -4.64066 2.93287 -0.37610
C -4.74247 -2.44293 -2.32732
C -2.82434 0.76826 -4.70845
O 0.76516 -4.75502 -1.80625
H -5.61650 2.50630 -5.40853
H 5.02580 -2.44849 3.60291
O -2.42332 2.64125 1.08374
S -2.90094 -3.06771 1.94127
H 3.61673 0.63321 9.93078
O -1.39409 1.59590 4.86100
H -3.89886 2.47544 5.13069
H -3.01414 1.52338 -5.47403
H 2.80848 1.02673 -5.02718
H 4.62978 -5.88900 6.80045
H -1.42829 0.98937 5.61272
C -3.70314 3.15717 -0.89248
H -0.66050 1.66962 -9.41209
H 2.74604 2.85167 -3.30677
H -0.83115 1.46203 -4.23135
H -0.17722 -4.54571 -1.85239
H 0.52113 -7.24347 -2.74517
C 2.56490 3.06366 -4.36331
I 0.19195 -1.41688 3.44588
H 4.10557 -2.93145 7.44316
C 5.27845 0.00233 8.69703
H -2.45766 1.95819 3.15064
C -1.77681 1.24786 -3.72366
H -4.42011 -0.31202 -2.22607
C 7.42960 -1.70265 4.08145
C 2.22462 -2.66469 1.37138
H 0.86200 5.35451 0.59757
H -3.89431 3.91350 -1.65806
H 2.68005 6.90664 -0.16359
H 6.05286 0.39171 9.36243
C -5.04366 -1.07367 -1.75060
H -3.19996 -2.75661 -1.18541
O -0.25219 5.55718 -1.10374
C 2.20000 -4.57502 2.73625
H 2.71557 -1.81590 1.97428
C 3.96916 0.73918 8.89972
H -5.35530 -3.21286 -1.84714
C 4.02785 -5.07688 7.22103
H -3.38025 2.23367 -1.38246
H 2.95437 4.05980 -4.59405
H -0.08593 2.18960 -7.12970
O 2.75966 -5.06979 6.58143
H -2.11197 2.15790 -3.22169
H 0.24862 -8.01425 -1.16670
H 6.22029 0.08236 4.07208
C 4.71665 -3.73936 7.03209
H 1.84413 7.10831 -1.71920
C -3.79663 1.45145 4.76229
O 2.85620 -3.97212 1.59539
H -0.89568 3.94990 -8.37182
H 3.33395 3.17442 -6.80548
N -0.19366 -3.22431 0.84719
H -4.81936 -1.04668 -0.68000
C 0.90179 -5.95567 -1.05646
C 0.14656 -7.08397 -1.73082
H -6.89749 0.09712 -6.18660
H 5.61878 0.10223 7.66294
H -4.94672 -2.45974 -3.39990
H 2.90945 -4.89853 5.64119
H -2.37550 0.25898 3.64710
C 1.01902 5.55512 -0.46412
O -0.96149 2.52539 -6.89203
C -1.64316 2.07938 -9.16086
H -2.50172 -0.15550 -5.19741
C 1.70451 6.89358 -0.65551
H 1.48586 3.09495 -4.53709
H -7.97578 0.95237 -4.21358
H -0.10554 5.72609 -2.04372
O 2.83248 -5.28060 3.53189
C -2.65419 3.63652 0.09129
O 0.78827 -4.25363 2.71507
H 2.86410 -0.71283 8.22269
```

Summary:
LUMO level, eV: -0.9190
Frontier orbital gap, eV: 8.92
Total charge: 0
Maximum force, eV/Å: 6.25

Löwdin atomic charge list, values in e, 4 entries: number 1, H, carries 0.079; number 2, O, carries -0.097; number 3, O, carries -0.094; number 4, H, carries 0.060



A cluster of 10 separate species, C28H74N14O10 in total. Source: the Open Molecules 2025 dataset; level of theory: wB97M-V/def2-TZVPD.

The geometry in XYZ format:
```
126
C28H74N14O10 wB97M-V/def2-TZVPD
H -1.01315 -1.04298 -3.95874
C 5.43833 -1.71996 3.27031
H -2.29068 -1.46643 3.75003
H 6.48464 0.84852 2.80521
H 1.44015 2.19408 -0.03080
O -2.99796 1.69826 2.69483
C -5.03673 2.59633 -2.05370
H 6.66025 -2.15507 -1.49291
H 7.27842 -2.89786 3.26902
H 1.06189 0.89750 5.63217
N -2.59212 -2.40382 3.52527
H -1.58910 -1.97527 5.65230
C -2.93666 1.18816 -2.09660
C 0.15529 0.20389 0.38599
H 6.79610 0.77339 -0.22784
H 0.84316 0.36433 1.21615
H 3.83279 -2.72121 1.35933
H 2.44264 -0.45260 -5.17810
H -2.78574 -2.60854 2.55537
H 3.16364 -0.75144 3.95954
C -2.22384 -3.37163 4.30504
C 7.17901 -0.10858 0.28559
H -1.42606 -3.86027 -2.04237
H 7.58961 -1.26485 2.94409
H 0.11135 -3.75025 -1.34694
H -2.28315 0.87659 4.02219
H 2.92012 0.46767 2.84416
O 1.71518 -4.35188 -0.25830
H 5.19101 0.80099 3.97241
H 4.78435 0.85092 0.20608
H 6.02941 -3.30231 1.14468
H -8.11513 -0.74727 -3.49706
N -4.24645 3.63270 2.67454
C 6.67711 -2.42850 1.21569
H 0.07328 -0.23201 6.47591
C -6.49416 2.81462 -2.44675
H -0.55954 -1.80340 1.01197
N 3.14452 -3.44253 1.19778
O -2.11276 -4.53963 3.92758
H -2.25092 0.71386 -2.79868
H 3.32138 0.04345 -1.99255
H -6.22729 2.00253 -5.35689
H -6.08497 0.37037 -5.90150
H 2.82919 -1.38408 -0.12138
C 3.70225 0.41141 -3.86818
H -4.99290 0.87407 1.57607
C 5.73519 -1.88471 -0.98374
O -4.20644 -0.53535 -3.92454
H -1.85521 -2.54499 -3.86464
H -3.21521 0.50313 -1.29583
H -1.64642 -0.62706 1.41297
C 1.81546 4.16448 -0.30481
H 7.95709 -0.42340 -0.40981
H -0.13483 -0.60177 4.02222
N 2.27846 -2.20192 -0.34026
C -4.17104 1.70227 -2.93841
H 7.51089 -2.97674 0.77714
C -3.96750 2.36858 2.35460
C 4.77619 -0.56506 2.48296
H -4.02452 -0.26133 -4.82644
H -6.79590 -1.56734 -4.49823
C 3.29167 -0.55579 2.89491
C -0.93323 -0.85690 0.62137
O 4.15538 0.13181 0.30039
H -7.27508 0.87998 -1.85204
H -6.59593 3.42389 -3.34481
H 1.69271 -2.13170 -1.16006
H -7.64325 0.89368 -5.29580
C -3.66168 2.46592 -4.18370
H -4.97862 2.49846 -0.96966
C -0.22674 -2.36589 -2.66721
H 4.91309 1.54654 2.33872
O 2.57954 5.01886 -0.71993
C 2.34749 -3.39184 0.14241
H -6.72113 -1.57147 -2.81077
H 0.73177 -0.01240 -0.51345
C -6.56793 0.98902 -5.14511
C 5.40327 0.75411 2.90432
H -4.42130 3.00308 -4.75162
H 4.85541 -2.63760 3.19142
C -7.05307 -0.94664 -3.63992
H -8.18338 1.61351 -3.07536
H 3.06334 2.59078 -0.21416
C -0.51484 0.35032 4.39261
H -7.00040 3.37160 -1.65834
N 2.11961 2.93661 -0.11481
H -0.01244 3.61947 0.16582
H 2.66101 -1.16299 2.24555
H -3.20756 1.81478 -4.93062
C 6.85317 -2.04294 2.74330
H 4.46745 1.31209 -2.23023
H -1.37538 1.40949 0.54474
O 4.53272 0.81556 -4.65919
N 3.72810 0.73543 -2.60562
H -1.57132 -1.03212 -0.24479
N 4.84551 -0.81481 1.01473
N -4.95713 1.88223 1.62539
H -3.67572 4.03222 3.40582
H 5.15606 -2.80273 -0.88402
H -2.48449 2.06247 -1.62837
C -7.14904 1.42886 -2.78529
H 0.12463 5.30108 -0.28504
H -1.55523 -3.70298 6.11078
C 6.09852 -1.24056 0.38928
N -1.12864 -1.94006 -3.50930
H 1.96329 -0.51193 -3.51505
N 0.56197 4.42475 -0.03832
H 5.57703 -1.52952 4.33455
H 5.18600 -1.24179 -1.67159
O -0.50466 1.45903 0.14350
O -1.88845 0.24091 4.62363
N -0.51556 -3.42391 -2.06846
N -1.77264 -2.95186 5.47153
H 3.16632 -4.26113 1.78899
H -0.28845 1.22176 3.77825
C 0.02334 0.59618 5.76900
H -0.46801 1.44082 6.25197
C -6.34379 0.49740 -3.75583
N -4.97533 0.51358 -3.30815
H -2.90755 3.13608 -3.77104
H -5.00420 4.10737 2.20486
H -4.60967 3.57293 -2.28167
H 7.74289 0.09330 1.19630
H -5.75705 2.49283 1.53921
N 2.62355 -0.20610 -4.21549
O 0.80213 -1.73318 -2.50174
```

Summary:
LUMO level (spin up / spin down), eV: 1.7984 / 1.7943
Relative energy (zero: lowest compared OMol25 entry of this formula, charge and spin), kcal per mole: 0.0
Frontier orbital gap (spin up / spin down), eV: 1.87 / 8.15
2S+1: 2
Total charge: -1
Maximum force, eV/Å: 7.10
Expectation value of S²: 0.750

Löwdin atomic charge list, values in e, 4 entries: number 1, H, carries 0.114; number 2, C, carries -0.135; number 3, H, carries 0.061; number 4, H, carries 0.071